1.
{
  "formula": "C3H5ClN2",
  "method": "ωB97M-V/def2-TZVPD",
  "symbols": ["H", "N", "C", "N", "C", "C", "Cl", "H", "H", "H", "H"],
  "positions_angstrom": [[-1.215973, 2.339175, 1.020275], [-0.918007, 1.596201, 0.390024], [-0.232754, 0.773882, 1.197616], [0.177427, -0.486247, 0.792543], [0.360733, -1.001953, -0.445381], [0.045926, -0.499555, -1.603246], [0.361339, -1.313611, -3.073922], [0.107678, 1.012404, 2.233592], [0.712257, -1.021591, 1.513226], [1.004136, -1.920904, -0.398540], [-0.402762, 0.522197, -1.626187]],
  "forces_ev_per_a": [[0.151, 0.428, -0.390], [1.767, -2.425, 2.851], [-1.367, 1.321, -2.204], [0.999, 0.538, 3.226], [1.881, -2.458, -0.267], [-1.159, 2.383, -0.665], [0.130, -0.085, -0.295], [-0.646, -0.211, -0.703], [-0.894, 1.024, -0.926], [-1.050, 0.660, -0.205], [0.187, -1.174, -0.422]],
  "smiles": "[H]/N=C/N/C=C/Cl",
  "total_energy_ev": -18693.469,
  "homo_energy_ev": -8.417,
  "charge": 0,
  "de_lowest_kj_mol": 62.1
}



2.
{
  "formula": "CH3IOS",
  "method": "ωB97M-V/def2-TZVPD",
  "symbols": ["C", "O", "S", "I", "H", "H", "H"],
  "positions_angstrom": [[-0.196532, 0.129289, 0.060231], [-1.715283, 2.258360, -0.636520], [-1.725928, 1.305045, 0.465477], [-3.452948, -0.332841, 0.014143], [-0.456730, -0.853159, 0.031965], [0.500626, 0.495539, 0.762051], [-0.191606, 0.630477, -0.997040]],
  "forces_ev_per_a": [[-2.390, 5.058, -2.487], [0.083, 0.444, -0.308], [1.039, -1.088, 0.446], [-0.407, -0.400, -0.058], [-0.484, -2.691, 0.210], [1.197, -0.005, 0.417], [0.962, -1.318, 1.781]],
  "total_energy_ev": -22067.709,
  "homo_energy_ev": -9.447,
  "charge": 0,
  "de_lowest_kj_mol": 35.8
}



3.
{
  "formula": "C4H6N2O",
  "method": "ωB97M-V/def2-TZVPD",
  "symbols": ["H", "N", "C", "C", "N", "O", "C", "C", "H", "H", "H", "H", "H"],
  "positions_angstrom": [[-1.075046, 1.228419, -1.483832], [-0.256762, 1.314747, -0.895804], [-0.446462, 1.191954, 0.340063], [-1.695658, 0.872889, 1.029576], [-2.696146, 0.629192, 1.558112], [0.670949, 0.926714, 1.059895], [0.840605, -0.459596, 0.807506], [0.705782, -0.846618, -0.964503], [1.772422, -0.727300, 1.363502], [0.011815, -1.021844, 1.269077], [0.177450, -0.456738, -1.895799], [1.731535, -0.824285, -1.301394], [0.259516, -1.827535, -0.886400]],
  "forces_ev_per_a": [[-0.514, 0.476, 0.115], [-0.714, 1.617, 0.350], [0.023, -0.050, -0.693], [-1.038, 0.120, 0.348], [1.004, 0.225, -0.521], [-0.363, 0.262, 0.221], [-0.193, -0.656, -1.842], [0.908, -0.893, 1.423], [-0.458, -0.111, -1.266], [0.170, 0.091, -0.182], [0.200, 0.339, 2.018], [0.380, -0.644, 0.028], [0.597, -0.776, 0.001]],
  "smiles": "[H]/N=C(\\C#N)OCC",
  "total_energy_ev": -9269.034,
  "homo_energy_ev": -10.185,
  "charge": 0,
  "de_lowest_kj_mol": 431.1
}



4.
{
  "formula": "C4H15N2O",
  "method": "ωB97M-V/def2-TZVPD",
  "symbols": ["C", "C", "C", "C", "N", "N", "H", "H", "H", "H", "H", "H", "H", "H", "H", "H", "H", "H", "H", "H", "H", "O"],
  "positions_angstrom": [[-1.547280, 1.146356, 1.095877], [-2.275408, -0.131320, 0.711112], [-1.319947, -1.357578, 0.929705], [0.012455, -1.373494, 0.158976], [-0.198728, -1.027088, -1.247774], [3.604837, 1.018154, -0.128978], [-0.754647, 1.347987, 0.374882], [-2.168099, 2.029046, 1.253275], [-2.388127, -0.149164, -0.383199], [-3.162489, -0.290602, 1.318997], [-1.292133, -1.205679, 2.018373], [-1.899540, -2.274418, 0.817490], [0.517904, -2.340852, 0.163295], [0.723923, -0.660147, 0.588665], [0.189159, -0.085103, -1.531708], [-0.094487, -1.807144, -1.877789], [-1.076951, 1.008621, 2.079143], [3.829589, 1.990251, -0.326614], [4.269758, 0.447612, -0.631107], [2.623631, 0.942154, -0.416850], [0.683773, 1.969563, -1.777292], [0.949885, 1.216041, -1.221560]],
  "forces_ev_per_a": [[0.252, -0.021, 0.714], [1.595, -0.520, -1.515], [-1.378, 0.813, 1.469], [0.037, 0.201, -0.381], [-0.360, 0.004, 0.431], [-0.187, 0.816, 0.515], [-0.081, 0.226, 0.128], [-0.230, -0.070, -0.483], [-1.089, 0.393, 0.322], [-0.252, -0.052, -0.431], [1.395, -0.849, 0.027], [0.153, -0.104, -0.436], [-0.277, -0.099, 0.491], [-0.174, 0.121, -0.053], [-0.313, 0.158, 0.051], [0.325, 0.135, -0.172], [0.154, -0.067, -0.105], [0.216, -0.181, 0.126], [-0.427, -0.147, -0.260], [0.769, -0.513, -0.286], [0.043, -0.350, -0.100], [-0.171, 0.106, -0.054]],
  "total_energy_ev": -9415.571,
  "homo_energy_ev": [-9.192, -8.994],
  "charge": 0,
  "spin_multiplicity": 2,
  "de_lowest_kj_mol": 155.9,
  "s2": 0.7612
}



5.
{
  "formula": "C6H12O",
  "method": "ωB97M-V/def2-TZVPD",
  "symbols": ["C", "C", "O", "C", "C", "C", "C", "H", "H", "H", "H", "H", "H", "H", "H", "H", "H", "H", "H"],
  "positions_angstrom": [[-1.840143, 1.348956, -1.773147], [-1.100857, 0.232123, -1.054871], [-0.663037, 0.664728, 0.229644], [0.722754, 0.648469, 0.372033], [1.267823, 0.428309, 1.744350], [1.411673, -0.650745, 0.696897], [0.606713, -1.920311, 0.849740], [-1.176224, 2.202702, -1.946310], [-2.692949, 1.688261, -1.176776], [-2.213338, 0.999682, -2.743265], [-0.237826, -0.097720, -1.648422], [-1.756378, -0.638754, -0.918701], [1.249582, 1.357345, -0.272280], [0.539098, 0.247710, 2.530814], [2.147801, 0.986559, 2.053399], [2.406484, -0.776644, 0.271849], [0.524182, -2.468319, -0.096186], [1.074188, -2.584817, 1.584595], [-0.406766, -1.689432, 1.193608]],
  "forces_ev_per_a": [[-0.014, 0.020, -0.006], [-0.054, -0.073, -0.202], [0.010, 0.021, 0.055], [0.192, 0.077, -0.034], [0.019, 0.096, 0.138], [0.101, -0.108, -0.060], [-0.048, -0.036, -0.004], [-0.105, -0.113, 0.041], [0.134, -0.041, -0.079], [0.060, 0.042, 0.156], [-0.118, 0.019, 0.078], [0.082, 0.133, -0.003], [-0.099, -0.143, 0.088], [0.085, 0.022, -0.153], [-0.191, -0.065, -0.071], [-0.161, 0.022, 0.074], [0.032, 0.097, 0.118], [-0.081, 0.071, -0.101], [0.158, -0.042, -0.033]],
  "smiles": "CCO[C@H]1C[C@H]1C",
  "total_energy_ev": -8462.850,
  "homo_energy_ev": -9.278,
  "charge": 0,
  "de_lowest_kj_mol": 145.1
}



6.
{
  "formula": "C15H22N2O",
  "method": "ωB97M-V/def2-TZVPD",
  "symbols": ["N", "C", "C", "C", "O", "N", "C", "C", "C", "C", "C", "C", "C", "C", "C", "C", "C", "C", "H", "H", "H", "H", "H", "H", "H", "H", "H", "H", "H", "H", "H", "H", "H", "H", "H", "H", "H", "H", "H", "H"],
  "positions_angstrom": [[0.485082, -2.511639, 1.957866], [0.451143, -1.929628, 0.931087], [0.340481, -1.199188, -0.277285], [-0.501570, -0.013132, -0.239543], [-1.252092, 0.226539, -1.174466], [-0.686377, 0.674372, 0.933720], [-1.676279, 1.729911, 1.194486], [-0.997990, 3.102224, 1.102786], [-0.012411, 3.346292, 2.222231], [-0.683777, 3.173336, 3.601008], [-1.319757, 1.780115, 3.721371], [-2.322261, 1.536617, 2.589974], [1.075853, -1.598689, -1.435849], [1.878499, -2.904426, -1.419834], [1.362185, -3.744036, -2.582264], [1.588371, -3.018448, -3.894779], [0.689325, -1.746898, -3.897956], [1.113173, -0.841813, -2.755410], [-0.178712, 0.295617, 1.739699], [-2.502654, 1.687335, 0.469331], [-0.555524, 3.222040, 0.120100], [-1.781135, 3.862629, 1.192037], [0.850382, 2.677300, 2.128708], [0.371030, 4.365203, 2.138543], [-1.401125, 3.968541, 3.722167], [0.022906, 3.334981, 4.424367], [-1.840030, 1.699653, 4.678086], [-0.494138, 1.050152, 3.701238], [-3.141268, 2.263196, 2.629776], [-2.716392, 0.525687, 2.616190], [2.927923, -2.671036, -1.475569], [1.730072, -3.497621, -0.522286], [0.286045, -3.999251, -2.461279], [1.933455, -4.695377, -2.616440], [2.651890, -2.771218, -4.033905], [1.245900, -3.671748, -4.720018], [-0.344652, -2.046487, -3.687469], [0.764578, -1.237078, -4.881954], [2.145234, -0.465281, -2.933858], [0.494616, 0.041253, -2.804607]],
  "forces_ev_per_a": [[-0.037, 1.640, -2.799], [0.173, -2.029, 3.114], [3.051, -1.102, -2.978], [-3.226, 1.212, 0.375], [0.474, 0.379, -0.879], [1.171, -1.063, 0.646], [-0.059, 0.068, 0.072], [-0.706, 0.011, 0.070], [0.285, 0.110, 0.564], [0.637, -0.370, -0.235], [-0.087, 0.571, -0.033], [0.838, 0.065, -0.688], [-1.280, 0.662, 2.778], [-1.609, 0.468, 0.250], [0.904, -0.917, -0.499], [-1.429, 0.116, -0.661], [0.956, -0.789, -0.412], [0.477, 0.499, 0.213], [-0.350, 0.461, -0.436], [0.606, -0.304, -0.094], [0.190, -0.009, -0.171], [-0.084, 0.012, -0.117], [-0.049, -0.016, 0.050], [0.108, -0.019, -0.009], [-0.681, 0.218, -0.015], [0.108, -0.150, -0.243], [0.160, -0.193, 0.041], [-0.370, -0.022, 0.105], [0.013, -0.180, 0.238], [-0.270, -0.106, 0.187], [0.547, 0.020, -0.387], [-0.061, 0.367, 0.401], [0.649, 0.222, 0.056], [-0.412, 0.340, 0.194], [-0.308, -0.020, -0.015], [0.415, 0.261, 0.216], [0.073, 0.030, -0.421], [-0.224, -0.130, 0.690], [-0.292, -0.481, 0.211], [-0.300, 0.169, 0.620]],
  "smiles": "N#CC(C(=O)NC1CCCCC1)=C1CCCCC1",
  "total_energy_ev": -20939.776,
  "homo_energy_ev": -9.299,
  "charge": 0,
  "de_lowest_kj_mol": 110.8
}